DFT (ωB97M-V/def2-TZVPD) results for C16H20N2O2S in the gas phase.

XYZ file:
```
41
C16H20N2O2S, DFT ωB97M-V/def2-TZVPD
C -5.117 -2.756 -2.635
C -3.746 -2.462 -2.131
C -3.186 -3.219 -1.103
C -1.899 -2.976 -0.628
C -1.174 -1.891 -1.144
S 0.543 -1.629 -0.717
O 0.926 -2.733 0.152
O 1.251 -1.401 -1.973
N 0.511 -0.133 0.066
C 1.699 0.405 0.584
C 1.470 1.006 1.951
C 2.576 1.236 2.744
C 2.429 1.912 3.936
C 1.157 2.336 4.336
C 0.032 1.974 3.607
C 0.162 1.285 2.379
N 1.877 1.722 -0.305
C 1.974 1.479 -1.761
C 3.120 2.422 0.066
C -1.707 -1.142 -2.196
C -2.993 -1.413 -2.647
H -5.409 -2.073 -3.420
H -5.227 -3.761 -3.030
H -5.840 -2.661 -1.834
H -3.782 -4.023 -0.679
H -1.456 -3.631 0.125
H 2.691 -0.079 0.399
H 3.517 0.786 2.416
H 3.303 2.109 4.519
H 1.053 2.930 5.252
H -0.964 2.238 3.970
H -0.715 0.890 1.867
H 1.043 2.287 -0.076
H 1.042 1.102 -2.179
H 2.233 2.454 -2.204
H 2.805 0.779 -1.965
H 3.102 2.830 1.080
H 3.981 1.739 -0.057
H 3.237 3.239 -0.661
H -1.098 -0.373 -2.671
H -3.422 -0.802 -3.431
```

For the energy above the lowest of the compared OMol25 structures with the same formula, charge and spin, the calculation gives 4.035 eV. As for the structure (SMILES): Cc1ccc([S@@](=O)([O-])=N[C@H](c2ccccc2)[NH+](C)C)cc1. As for the spin multiplicity: 1. For the orbital gap, the calculation gives 0.2993 Ha.

Results of the natural (NBO) charge analysis, in e, for atoms 1 through 5:
1 C -0.63
2 C -0.01
3 C -0.22
4 C -0.16
5 C -0.35

---

DFT (ωB97M-V/def2-TZVPD) results for 2 unconnected molecules or ions with the total composition C8H17FNO4P.

XYZ file:
```
32
C8H17FNO4P, DFT ωB97M-V/def2-TZVPD
C 0.464 3.837 -1.333
C 0.114 2.908 -0.148
N 0.773 1.559 -0.186
P -0.118 0.256 -0.559
O -1.231 0.454 -1.542
O -0.845 -0.209 0.750
C -0.072 -0.529 1.967
C -1.188 -0.283 3.064
O 1.132 -0.683 -0.955
C 1.140 -1.974 -1.573
C 1.481 -3.067 -0.580
H 0.222 4.894 -1.125
H 1.516 3.757 -1.539
H 0.000 3.567 -2.338
H 0.322 3.490 0.832
H -0.973 2.635 -0.191
H 1.419 1.663 -0.947
H 0.170 -1.568 1.717
H 0.842 0.135 1.876
H -1.249 -1.155 3.639
H -0.984 0.590 3.660
H -2.086 -0.121 2.518
H 0.174 -2.235 -1.986
H 1.827 -1.908 -2.434
H 0.602 -3.123 -0.055
H 1.585 -4.110 -1.080
H 2.318 -2.777 0.144
O -1.951 -2.671 -1.378
C -2.893 -1.996 -1.391
C -3.931 -1.283 -1.069
F -5.073 -1.847 -0.704
H -4.139 -0.218 -1.240
```

For the energy above the lowest of the compared OMol25 structures with the same formula, charge and spin, the calculation gives 0.068 eV. As for the structure (SMILES): CCNP(=O)(OCC)OCC.O=C=CF. As for the spin multiplicity: 1. For the orbital gap, the calculation gives 0.3402 Ha.

Results of the natural (NBO) charge analysis, in e, for atoms 1 through 5:
1 C -0.63
2 C -0.22
3 N -1.00
4 P 2.51
5 O -1.12

---

DFT (ωB97M-V/def2-TZVPD) results for H5N3 in the gas phase.

XYZ file:
```
8
H5N3, DFT ωB97M-V/def2-TZVPD
N -1.109 0.116 -0.052
N -0.063 -0.738 -0.056
N 1.373 -0.087 0.009
H -1.438 0.550 0.781
H -1.462 0.426 -0.950
H 0.008 -1.137 0.872
H 1.525 0.025 -0.996
H 1.167 0.845 0.392
```

For the energy above the lowest of the compared OMol25 structures with the same formula, charge and spin, the calculation gives 0.446 eV. As for the structure (SMILES): NNN. As for the spin multiplicity: 1. For the orbital gap, the calculation gives 0.3596 Ha.

Results of the natural (NBO) charge analysis, in e, for atoms 1 through 5:
1 N -0.70
2 N -0.31
3 N -0.70
4 H 0.35
5 H 0.37

---

DFT (ωB97M-V/def2-TZVPD) results for a molecular structure, C12H22AsClN2O2SY.

XYZ file:
```
42
C12H22AsClN2O2SY, DFT ωB97M-V/def2-TZVPD
Y 0.417 -0.511 1.154
Cl -2.315 -3.623 -5.039
C -1.530 -2.739 -3.797
C -0.747 -1.630 -4.120
C -0.089 -0.887 -3.142
C -0.215 -1.245 -1.819
O 0.425 -0.534 -0.845
C -1.007 -2.368 -1.464
C -1.196 -2.847 -0.149
O -0.702 -2.330 0.902
C -1.659 -3.112 -2.480
H -0.648 -1.350 -5.162
H 0.525 -0.043 -3.422
H -1.800 -3.745 -0.008
H -2.257 -3.976 -2.218
C 5.558 -1.362 2.318
As 3.960 -1.098 1.316
C 4.381 -0.288 -0.357
C 3.120 -2.782 0.941
S 2.591 0.127 2.458
H 6.305 -1.782 1.646
H 5.360 -2.039 3.146
H 5.875 -0.392 2.696
H 5.051 -0.956 -0.899
H 4.878 0.661 -0.169
H 3.470 -0.134 -0.933
H 3.901 -3.512 0.721
H 2.492 -2.706 0.049
H 2.560 -3.128 1.808
N -2.593 4.557 2.167
C -1.660 3.675 2.985
C -1.594 2.218 2.528
N -0.602 1.871 1.476
H -2.640 5.500 2.569
H -3.554 4.199 2.159
H -2.298 4.671 1.195
H -2.047 3.727 4.001
H -0.691 4.174 2.972
H -2.575 1.869 2.201
H -1.361 1.642 3.424
H 0.272 2.371 1.645
H -0.916 2.165 0.553
```

For the energy above the lowest of the compared OMol25 structures with the same formula, charge and spin, the calculation gives 0.045 eV. As for the spin multiplicity: 1. The total charge is +3. For the orbital gap, the calculation gives 0.2618 Ha.

Results of the natural (NBO) charge analysis, in e, for atoms 1 through 5:
1 Y 2.21
2 Cl 0.11
3 C -0.09
4 C -0.09
5 C -0.23

---

DFT (ωB97M-V/def2-TZVPD) results for 11 unconnected molecules or ions with the total composition C34H48BO33.

XYZ file:
```
116
C34H48BO33, DFT ωB97M-V/def2-TZVPD
O 3.329 -1.002 -0.601
C 3.259 -1.141 -1.763
C 2.596 -0.156 -2.673
C 1.164 -0.514 -3.006
C 0.127 -0.356 -1.839
O -0.707 -1.467 -1.977
B 0.322 -2.497 -2.350
O 0.989 -1.792 -3.488
H 3.699 -2.025 -2.248
H 2.662 0.808 -2.188
H 3.143 -0.171 -3.608
H 0.857 0.158 -3.805
H -0.474 0.552 -1.884
H 0.641 -0.328 -0.877
H 1.135 -2.471 -1.388
H -0.007 -3.630 -2.513
C -1.790 2.178 1.751
C -0.428 1.685 2.183
O 0.257 1.545 0.948
C -0.334 2.325 0.031
O 0.090 2.451 -1.072
O -1.491 2.863 0.525
H -2.259 2.837 2.478
H -2.473 1.358 1.521
H 0.116 2.395 2.810
H -0.481 0.730 2.696
C 0.644 4.810 -3.179
C -0.491 4.556 -4.139
O -0.240 5.524 -5.174
C 1.077 5.835 -5.146
O 1.637 6.480 -5.975
O 1.672 5.316 -4.049
H 0.973 3.910 -2.666
H 0.405 5.576 -2.438
H -0.455 3.556 -4.573
H -1.469 4.713 -3.693
C 4.613 4.312 -4.011
C 5.461 4.727 -2.831
O 4.624 4.402 -1.711
C 3.761 3.431 -2.109
O 3.059 2.806 -1.387
O 3.824 3.255 -3.452
H 5.201 3.951 -4.849
H 3.951 5.107 -4.356
H 6.375 4.153 -2.750
H 5.704 5.788 -2.836
C -0.352 -1.779 1.143
C -0.614 -3.253 1.028
O -1.354 -3.539 2.236
C -1.923 -2.386 2.647
O -2.737 -2.309 3.524
O -1.472 -1.341 1.940
H -0.335 -1.282 0.176
H 0.562 -1.544 1.679
H -1.238 -3.489 0.164
H 0.295 -3.843 0.979
C -2.157 -5.627 -5.065
C -1.784 -7.015 -4.590
O -1.124 -6.751 -3.354
C -1.565 -5.544 -2.891
O -1.330 -5.104 -1.820
O -2.301 -4.912 -3.842
H -3.085 -5.606 -5.632
H -1.367 -5.159 -5.655
H -2.659 -7.641 -4.398
H -1.119 -7.536 -5.276
C -2.320 -0.870 7.487
C -3.421 -0.908 6.450
O -3.273 0.364 5.803
C -1.999 0.777 5.981
O -1.507 1.694 5.408
O -1.353 -0.009 6.873
H -1.890 -1.847 7.688
H -2.644 -0.420 8.429
H -3.273 -1.695 5.708
H -4.413 -1.007 6.884
C 2.164 0.153 6.741
C 1.838 1.365 5.896
O 1.718 0.800 4.589
C 1.412 -0.511 4.722
O 1.070 -1.215 3.831
O 1.534 -0.905 6.016
H 1.764 0.218 7.750
H 3.236 -0.046 6.794
H 0.886 1.824 6.168
H 2.619 2.122 5.917
C -4.145 -4.277 0.316
C -4.446 -4.047 -1.146
O -4.923 -5.339 -1.558
C -5.391 -5.986 -0.466
O -6.005 -7.005 -0.496
O -5.069 -5.317 0.667
H -4.314 -3.392 0.926
H -3.131 -4.636 0.485
H -5.240 -3.313 -1.300
H -3.574 -3.748 -1.721
C -5.069 2.013 3.802
C -6.308 1.875 4.653
O -6.853 3.198 4.621
C -6.397 3.813 3.496
O -6.795 4.855 3.094
O -5.429 3.072 2.904
H -4.828 1.108 3.251
H -4.196 2.319 4.378
H -7.037 1.184 4.225
H -6.088 1.572 5.674
C 7.307 1.023 -3.105
C 8.122 0.269 -4.131
O 7.859 1.003 -5.333
C 7.490 2.258 -4.989
O 7.362 3.158 -5.752
O 7.286 2.352 -3.650
H 7.758 1.020 -2.116
H 6.282 0.659 -3.029
H 9.194 0.307 -3.926
H 7.817 -0.768 -4.239
```

For the energy above the lowest of the compared OMol25 structures with the same formula, charge and spin, the calculation gives 0.499 eV. As for the spin multiplicity: 1. The total charge is -1. For the orbital gap, the calculation gives 0.2276 Ha.

Results of the Löwdin charge analysis, in e, for atoms 1 through 5:
1 O 0.06
2 C -0.32
3 C -0.10
4 C -0.36
5 C -0.21

---

DFT (ωB97M-V/def2-TZVPD) results for 14 unconnected molecules or ions with the total composition C6H40O14.

XYZ file:
```
60
C6H40O14, DFT ωB97M-V/def2-TZVPD
O 7.111 -21.430 -12.977
H 6.516 -20.811 -13.407
H 6.865 -22.353 -13.077
H 7.992 -21.262 -13.320
O 8.374 -18.824 -15.345
H 7.465 -18.737 -15.050
H 8.371 -19.374 -16.132
H 8.920 -19.376 -14.780
C 9.248 -19.160 -11.546
C 10.159 -20.084 -12.396
C 10.682 -21.398 -11.785
O 9.589 -20.295 -13.682
H 9.638 -19.073 -10.531
H 8.268 -19.616 -11.406
H 9.157 -18.167 -11.986
H 10.990 -19.387 -12.505
H 11.399 -21.856 -12.467
H 9.921 -22.137 -11.534
H 11.231 -21.246 -10.855
C 4.271 -18.017 -12.995
C 5.426 -17.926 -13.961
C 6.475 -16.989 -13.500
O 5.887 -19.206 -14.280
H 3.486 -18.687 -13.349
H 3.907 -16.990 -12.966
H 4.646 -18.314 -12.016
H 5.022 -17.547 -14.899
H 6.927 -17.331 -12.569
H 6.147 -15.952 -13.429
H 7.271 -16.947 -14.244
O 6.728 -17.772 -17.799
H 5.883 -18.165 -17.580
H 6.622 -16.844 -17.589
O 5.097 -20.706 -16.679
H 5.431 -20.390 -15.839
H 4.495 -20.022 -16.970
O 1.594 -17.683 -15.447
H 2.322 -18.299 -15.370
H 1.993 -16.881 -15.783
O 2.321 -19.095 -10.793
H 1.604 -18.466 -10.867
H 2.331 -19.548 -11.636
O 5.610 -15.315 -17.253
H 5.444 -14.570 -17.830
H 5.066 -15.148 -16.483
O 3.929 -21.398 -13.027
H 3.752 -21.756 -13.897
H 4.360 -20.560 -13.196
O 3.714 -16.187 -9.809
H 4.347 -15.838 -10.436
H 3.378 -16.982 -10.224
O 9.071 -14.401 -14.067
H 9.309 -14.176 -14.966
H 9.625 -15.152 -13.852
O 5.136 -13.932 -11.547
H 6.058 -13.682 -11.482
H 4.937 -13.877 -12.481
O 7.911 -13.556 -11.602
H 8.113 -14.199 -10.922
H 7.764 -14.079 -12.390
```

For the energy above the lowest of the compared OMol25 structures with the same formula, charge and spin, the calculation gives 5.727 eV. As for the spin multiplicity: 1. For the orbital gap, the calculation gives 0.3016 Ha.

Results of the natural (NBO) charge analysis, in e, for atoms 1 through 5:
1 O -0.79
2 H 0.57
3 H 0.54
4 H 0.56
5 O -0.79

---

DFT (ωB97M-V/def2-TZVPD) results for 9 unconnected molecules or ions with the total composition H18O9.

XYZ file:
```
27
H18O9, DFT ωB97M-V/def2-TZVPD
O 0.820 -1.901 -1.245
H 1.607 -2.276 -0.850
H 0.201 -2.630 -1.284
O -2.837 -1.044 -0.964
H -2.201 -1.035 -1.679
H -2.673 -1.868 -0.506
O -0.655 1.908 2.953
H -0.787 1.184 3.566
H -0.984 1.577 2.117
O -0.328 -1.302 3.470
H 0.304 -0.946 2.846
H 0.141 -1.316 4.305
O 1.916 -0.073 2.290
H 1.281 0.566 1.967
H 2.444 0.414 2.924
O -1.162 -0.790 -2.933
H -1.137 -0.624 -3.876
H -0.242 -0.847 -2.675
O -0.507 2.656 -1.234
H -0.339 3.127 -2.050
H -1.093 3.230 -0.741
O 2.444 0.403 -2.155
H 2.909 -0.033 -2.869
H 1.651 -0.119 -2.032
O -0.230 0.651 0.601
H -0.089 1.263 -0.121
H -0.454 -0.176 0.175
```

For the energy above the lowest of the compared OMol25 structures with the same formula, charge and spin, the calculation gives 0.636 eV. As for the spin multiplicity: 2. The total charge is +1. For the orbital gap (alpha / beta), the calculation gives 0.4153 / 0.1116 Ha.

Results of the natural (NBO) charge analysis, in e, for atoms 1 through 5:
1 O -0.99
2 H 0.50
3 H 0.49
4 O -0.79
5 H 0.49

---

DFT (ωB97M-V/def2-TZVPD) results for a molecular structure, C8H17ClI2O2PSc.

XYZ file:
```
32
C8H17ClI2O2PSc, DFT ωB97M-V/def2-TZVPD
I -1.265 0.534 -1.555
I 2.303 1.034 -0.011
Sc -0.017 -0.864 0.680
P 1.098 -1.425 -1.902
C 1.504 -0.196 -3.198
C 2.632 -2.385 -1.711
H -0.407 -3.263 -2.067
H 0.598 -3.195 -3.543
H -0.757 -2.048 -3.325
C 0.037 -2.596 -2.814
H 2.471 -3.077 -0.876
H 2.854 -2.958 -2.619
H 1.971 -0.680 -4.059
H 2.176 0.564 -2.789
H 3.457 -1.707 -1.477
H 0.585 0.301 -3.533
C 0.304 2.945 -0.805
O 0.204 4.003 -1.212
Cl -0.142 -3.013 1.409
C -0.714 2.292 3.714
C -1.651 1.156 4.153
C -1.575 0.040 3.067
O -0.684 0.546 2.037
C -0.447 2.037 2.257
H -1.230 3.244 3.862
H 0.236 2.353 4.264
H -2.694 1.505 4.256
H -1.384 0.763 5.141
H -1.158 -0.891 3.500
H -2.577 -0.147 2.647
H -1.145 2.561 1.601
H 0.586 2.193 1.942
```

For the energy above the lowest of the compared OMol25 structures with the same formula, charge and spin, the calculation gives 0.000 eV. As for the spin multiplicity: 1. The total charge is +2. For the orbital gap (alpha / beta), the calculation gives 0.2178 / 0.2236 Ha.

Results of the natural (NBO) charge analysis, in e, for atoms 1 through 5:
1 I 0.06
2 I 0.20
3 Sc 1.46
4 P 0.95
5 C -0.96